[1]
This record from the OMol25 dataset describes the molecule C4H10N4 in a non-equilibrium geometry. The level of theory is ωB97M-V with the def2-TZVPD basis set.

XYZ file:
```
18
Properties=species:S:1:pos:R:3:forces:R:3:nbo_charge:R:1
C -1.146549 0.982521 1.056862 0.7 -0.4 0.0 -0.44
C -0.521999 0.063690 0.315454 -0.9 1.0 -2.0 0.19
C -1.157212 -1.245966 -0.068686 0.2 0.0 0.0 -0.67
N 0.584165 0.480031 -0.590887 -0.8 -0.2 2.2 -0.33
C 0.282115 1.367273 -1.687849 -0.3 0.1 -0.1 -0.39
N 1.722678 -0.212171 -0.708797 0.5 0.2 -0.4 -0.02
N 2.152006 -0.934750 0.192871 0.3 -0.6 0.2 -0.07
N 1.359002 -1.162191 1.316487 0.1 -0.3 1.0 -0.72
H -2.099399 0.776629 1.513055 -0.1 -0.2 0.2 0.21
H -0.686808 1.927071 1.291932 0.0 0.3 -0.2 0.21
H -1.597925 -1.154561 -1.061015 0.0 0.0 -0.1 0.22
H -0.414805 -2.042948 -0.104135 -0.1 0.1 0.0 0.24
H -1.947775 -1.510807 0.629208 0.0 -0.1 0.1 0.22
H -0.100945 2.311136 -1.294413 0.0 -0.1 -0.1 0.20
H 1.200555 1.555744 -2.239874 0.0 -0.1 0.0 0.23
H -0.465511 0.932751 -2.359275 0.0 0.1 -0.1 0.18
H 0.984784 -0.372176 1.835649 0.3 0.1 -0.4 0.37
H 1.853621 -1.761274 1.963412 0.3 0.1 -0.3 0.38
```
Positions in Å, forces in eV/Å.

Properties
- LUMO level: 0.96 eV
- HOMO-LUMO gap: 9.1 eV
- Energy above the lowest of the compared OMol25 structures with the same formula, charge and spin: 87.2 kcal/mol
- HOMO level: -8.2 eV

[2]
This record from the OMol25 dataset describes the ion CH3O4S with charge -1 in a non-equilibrium geometry. The level of theory is ωB97M-V with the def2-TZVPD basis set.

XYZ file:
```
9
Properties=species:S:1:pos:R:3:forces:R:3:nbo_charge:R:1
C -1.019051 -0.289770 -0.245863 0.9 -0.1 0.2 0.19
O 0.092037 -0.160714 -1.057397 0.9 -0.5 -0.5 -0.78
O 1.760958 1.219279 0.388686 -0.7 0.2 0.1 -1.05
O -1.313763 1.033171 0.204499 1.6 -0.9 1.1 -0.76
O 1.657979 -1.183377 0.723855 -0.4 0.2 -0.2 -1.04
S 1.697283 -0.095365 -0.279147 0.7 -0.8 -0.3 1.67
H -1.797160 -0.698790 -0.889420 -0.4 0.0 0.4 0.14
H -0.718142 -0.958636 0.614613 -0.8 0.4 -0.6 0.15
H -0.360141 1.134199 0.540176 -1.8 1.3 -0.2 0.49
```
Positions in Å, forces in eV/Å.

Properties
- LUMO level: 4.14 eV
- HOMO-LUMO gap: 8.5 eV
- Energy above the lowest of the compared OMol25 structures with the same formula, charge and spin: 17.5 kcal/mol
- Net charge: -1
- HOMO level: -4.4 eV

[3]
This record from the OMol25 dataset describes a cluster of 2 separate species, C8H14 in total in a non-equilibrium geometry. The level of theory is ωB97M-V with the def2-TZVPD basis set.

XYZ file:
```
22
Properties=species:S:1:pos:R:3:forces:R:3:nbo_charge:R:1
C -1.911982 0.731452 0.676017 2.1 -2.4 -1.4 -0.30
C -1.032137 0.277068 -0.130774 2.4 1.0 -1.7 0.02
C -1.107360 -0.579974 1.056207 -1.7 0.4 1.0 -0.10
C -0.275222 -0.343607 2.309103 0.0 2.4 1.3 -0.63
C -1.804663 -1.913267 0.786578 3.2 -0.7 0.0 -0.62
C 1.473192 1.824804 -0.812636 -2.4 -0.7 2.6 -0.68
C 1.693705 -0.298702 -2.152019 1.6 -1.2 0.6 -0.70
C 0.878804 0.853620 -1.765204 -1.4 0.4 0.4 0.01
H -2.683513 1.307043 0.937761 -2.7 2.0 1.1 0.21
H 0.725929 -0.820931 2.177000 -0.7 0.3 0.8 0.21
H -0.825123 -0.555254 3.313654 1.1 -0.5 -1.8 0.22
H -0.143571 0.867241 2.462813 0.1 -3.0 -0.8 0.21
H -2.542530 -2.226860 1.452988 -1.0 -0.3 1.8 0.21
H -0.980595 -2.742130 0.778736 -1.6 1.2 -0.4 0.20
H -2.335758 -1.810078 -0.131188 0.1 -0.3 -1.0 0.22
H 2.303969 2.309919 -1.274487 0.8 0.5 -0.1 0.21
H 1.775055 1.161390 0.095278 -0.1 1.6 -1.3 0.22
H 0.642230 2.572349 -0.457331 1.9 -1.2 -0.6 0.23
H 1.408364 -0.707417 -3.108605 -0.2 -0.2 -0.2 0.22
H 1.650266 -1.118951 -1.391346 0.1 0.6 -0.5 0.23
H 2.803483 -0.032325 -2.240836 -1.3 -0.1 0.2 0.21
H 0.287458 1.244609 -2.581709 -0.3 0.2 0.2 0.19
```
Positions in Å, forces in eV/Å.

Properties
- LUMO level (spin up / spin down): 0.59 / -0.11 eV
- HOMO-LUMO gap (spin up / spin down): 8.3 / 7.4 eV
- Energy above the lowest of the compared OMol25 structures with the same formula, charge and spin: 166.8 kcal/mol
- HOMO level (spin up / spin down): -7.8 / -7.5 eV